No. 1
Here is a cluster of 2 separate species, CH4NS in total from the Open Molecules 2025 dataset. Energies are from ωB97M-V/def2-TZVPD.

```
7
Properties=species:S:1:pos:R:3:forces:R:3
S 2.747 -0.597 -0.515 -0.0391 0.3580 0.7948
H 2.655 -1.049 -1.745 -0.0681 -0.2878 -0.7873
C -1.117 0.229 0.085 -1.5500 1.5469 0.5465
N -1.501 0.383 1.317 -0.7506 -1.2111 -3.2039
H -0.124 0.456 -0.359 -0.1587 -0.7913 0.7310
H -1.944 0.113 -0.675 0.7913 -0.1329 0.7551
H -0.716 0.465 1.893 1.7752 0.5183 1.1637
```
Forces are in eV/Å.

## Properties
Molar mass = 62.117 g/mol
Orbital gap = 7.04 eV
Calculated total energy = -493.43973 Eh
Energy above the lowest of the compared OMol25 structures with the same formula, charge and spin = 35.3 kJ/mol
Total charge = -1
LUMO energy = 4.438 eV

***

No. 2
Here is a structure of composition CH4Ni3O5 from the Open Molecules 2025 dataset. Energies are from ωB97M-V/def2-TZVPD.

```
13
Properties=species:S:1:pos:R:3:forces:R:3
Ni 1.570 -2.859 -0.759 0.3876 1.6119 0.0835
Ni -0.918 0.005 0.624 -1.3158 1.3754 -1.9812
Ni 2.553 -0.557 2.638 0.0527 0.4230 -1.1210
C 1.682 -0.371 0.186 -4.6045 -7.6360 3.8703
O 1.199 0.165 1.244 1.6927 4.0335 2.3926
O 2.492 -1.341 0.476 3.8264 0.1986 -0.3989
O 0.669 -0.921 -0.443 -0.5258 0.6032 -3.9969
O -2.159 -0.299 -0.974 0.1975 -0.4141 0.2850
H -1.796 -0.138 -1.863 -0.0723 0.1948 0.1001
H -3.039 -0.699 -1.125 -0.0158 0.1198 0.3860
O -0.876 1.984 0.126 1.0168 -0.5479 0.2032
H -1.420 2.761 -0.123 -0.4618 -0.4081 0.1283
H 0.042 2.270 -0.009 -0.1777 0.4460 0.0490
```
Forces are in eV/Å.

## Properties
Molar mass = 272.117 g/mol
Orbital gap (alpha / beta) = 8.25 / 6.73 eV
⟨S²⟩ = 12.008
Calculated total energy = -4939.53091 Eh
Spin multiplicity = 7
Total charge = +4
LUMO energy (alpha / beta) = -19.153 / -20.633 eV

***

No. 3
Here is a cluster of 2 separate species, CH4O2 in total from the Open Molecules 2025 dataset. Energies are from ωB97M-V/def2-TZVPD.

```
7
Properties=species:S:1:pos:R:3:forces:R:3
C 0.853 -1.242 -0.554 -2.8098 3.0719 -0.4612
H 0.313 -2.091 -1.151 0.9278 1.2240 1.2353
H 1.960 -1.265 -0.451 -0.5491 -0.2006 0.2195
H -0.572 1.011 0.849 -0.5213 1.3453 0.2418
H -1.761 1.909 0.462 0.5012 0.0231 0.4217
O 0.203 -0.204 -0.220 2.5971 -4.4812 -1.1636
O -0.996 1.882 1.065 -0.1459 -0.9824 -0.4935
```
Forces are in eV/Å.

## Properties
SMILES string = C=O.O
Molar mass = 48.041 g/mol
Orbital gap = 10.39 eV
Calculated total energy = -190.93355 Eh
Energy above the lowest of the compared OMol25 structures with the same formula, charge and spin = 44.2 kJ/mol
Total charge = 0
LUMO energy = -0.189 eV

***

No. 4
Here is a cluster of 2 separate species, CH4O2 in total from the Open Molecules 2025 dataset. Energies are from ωB97M-V/def2-TZVPD.

```
7
Properties=species:S:1:pos:R:3:forces:R:3
C -0.051 0.021 0.587 2.3379 0.3577 -3.3769
O -0.734 1.105 0.198 -2.3328 -4.2293 2.8734
O 0.764 -0.834 -1.140 -2.9640 0.0388 2.0207
H 0.948 0.008 1.007 0.2661 0.9308 -0.5181
H -0.612 -0.659 1.142 -1.5518 -1.2072 0.0898
H -0.344 1.771 -0.255 2.7792 2.7786 -2.1229
H 0.030 -1.413 -1.538 1.4654 1.3307 1.0340
```
Forces are in eV/Å.

## Properties
Molar mass = 48.041 g/mol
Orbital gap = 10.25 eV
Calculated total energy = -190.86495 Eh
Energy above the lowest of the compared OMol25 structures with the same formula, charge and spin = 224.3 kJ/mol
Total charge = 0
LUMO energy = 0.540 eV

***

No. 5
Here is a cluster of 2 separate species, CH4O2 in total from the Open Molecules 2025 dataset. Energies are from ωB97M-V/def2-TZVPD.

```
7
Properties=species:S:1:pos:R:3:forces:R:3
O 1.720 1.075 -1.260 0.0272 0.2090 0.8731
C 1.021 0.847 -0.298 -0.3306 -0.3866 -1.1209
H 1.176 1.286 0.716 0.1410 -0.0640 -0.3694
H 0.141 0.173 -0.426 0.7857 0.7806 0.2865
O -1.193 -0.762 0.468 -0.9673 -1.4847 0.1570
H -1.974 -1.139 0.932 0.7603 0.3465 -0.4810
H -0.890 -1.480 -0.132 -0.4162 0.5992 0.6546
```
Forces are in eV/Å.

## Properties
SMILES string = C=O.O
Molar mass = 48.041 g/mol
Orbital gap = 10.18 eV
Calculated total energy = -190.93614 Eh
Energy above the lowest of the compared OMol25 structures with the same formula, charge and spin = 37.4 kJ/mol
Total charge = 0
LUMO energy = 0.527 eV

***

No. 6
Here is a cluster of 2 separate species, CH4O2P2 in total from the Open Molecules 2025 dataset. Energies are from ωB97M-V/def2-TZVPD.

```
9
Properties=species:S:1:pos:R:3:forces:R:3
C -0.996 0.562 0.398 2.1347 0.7970 0.7862
O 2.072 1.314 0.280 0.0036 2.1019 1.0262
O 1.168 -0.876 -0.347 0.3001 -0.8259 -0.2025
P 2.441 0.103 -0.400 -0.2221 -1.5538 -0.7266
P -0.294 -1.188 0.381 -0.4039 0.8491 -0.8949
H -0.457 0.999 1.395 -1.1741 -0.5798 -2.5463
H -0.783 1.224 -0.554 -0.4049 -1.3872 2.0910
H -2.045 0.484 0.640 -0.3893 0.1161 -0.1414
H -1.107 -2.622 -1.793 0.1559 0.4826 0.6083
```
Forces are in eV/Å.

## Properties
Molar mass = 109.989 g/mol
Orbital gap (alpha / beta) = 7.65 / 8.94 eV
Calculated total energy = -873.59309 Eh
Energy above the lowest of the compared OMol25 structures with the same formula, charge and spin = 335.9 kJ/mol
Total charge = 0
LUMO energy (alpha / beta) = -0.605 / -0.936 eV

***

No. 7
Here is a cluster of 2 separate species, CH4O2S in total from the Open Molecules 2025 dataset. Energies are from ωB97M-V/def2-TZVPD.

```
8
Properties=species:S:1:pos:R:3:forces:R:3
S 1.123 2.807 0.677 0.2681 1.9304 -0.9299
H 0.788 3.969 1.330 0.1300 -0.8341 -0.2007
H 1.519 3.604 -0.420 -0.4008 -1.1132 1.1324
O -0.470 -1.722 -1.595 -0.7178 -1.2873 3.0878
C -0.855 -2.327 -0.586 1.1872 2.1880 -1.2949
O -0.614 -1.938 0.731 -0.2697 -0.6796 -2.7752
H -1.435 -3.214 -0.672 -0.5744 -0.8979 0.3338
H -0.056 -1.179 0.534 0.3775 0.6937 0.6467
```
Forces are in eV/Å.

## Properties
SMILES string = O=CO.S
Molar mass = 80.108 g/mol
Orbital gap = 10.52 eV
Calculated total energy = -589.15256 Eh
Energy above the lowest of the compared OMol25 structures with the same formula, charge and spin = 40.3 kJ/mol
Total charge = 0
LUMO energy = 0.637 eV

***

No. 8
Here is an isolated molecule of CH4O2S from the Open Molecules 2025 dataset. Energies are from ωB97M-V/def2-TZVPD.

```
8
Properties=species:S:1:pos:R:3:forces:R:3
C -0.276 -0.185 -0.115 0.7503 3.0770 1.0588
O -1.355 0.900 -0.409 2.5991 -1.8828 -3.4580
O 1.136 -0.347 -0.570 -1.8687 0.0487 -1.7578
S 2.361 0.445 0.147 0.6403 0.7795 0.5879
H -0.052 0.097 0.879 -0.7341 -0.1626 1.4105
H -1.529 0.963 -1.439 0.5820 -0.3858 3.0456
H -0.623 -1.147 -0.273 -1.2225 -1.5589 -0.5034
H 3.005 -0.534 0.867 -0.7464 0.0849 -0.3837
```
Forces are in eV/Å.

## Properties
SMILES string = OCOS
Molar mass = 80.108 g/mol
Orbital gap = 9.87 eV
Calculated total energy = -589.06988 Eh
Energy above the lowest of the compared OMol25 structures with the same formula, charge and spin = 257.4 kJ/mol
Total charge = 0
LUMO energy = 0.636 eV

***

No. 9
Here is a cluster of 2 separate species, CH4O2S2 in total from the Open Molecules 2025 dataset. Energies are from ωB97M-V/def2-TZVPD.

```
9
Properties=species:S:1:pos:R:3:forces:R:3
C 1.141 0.181 1.277 -3.5428 1.4987 -0.2405
O -1.294 -1.397 -0.325 0.0982 -0.0433 -0.0570
O 0.441 0.301 -0.631 1.5328 1.0027 2.8432
S -0.857 -0.214 -3.053 -0.1149 -0.0398 1.9543
S -0.915 -0.219 -1.066 -2.2951 0.7519 -1.1895
H 1.992 0.797 1.114 0.8093 -0.3054 -0.5479
H 0.985 -0.859 1.244 0.8487 -1.1547 -0.1960
H 0.465 0.628 2.107 0.7004 -0.4365 -1.9839
H -1.957 0.781 -0.666 1.9634 -1.2737 -0.5828
```
Forces are in eV/Å.

## Properties
Molar mass = 112.175 g/mol
Orbital gap = 6.98 eV
Calculated total energy = -987.19902 Eh
Energy above the lowest of the compared OMol25 structures with the same formula, charge and spin = 394.9 kJ/mol
Total charge = 0
LUMO energy = -1.883 eV

***

No. 10
Here is an isolated molecule of CH4O2S3 from the Open Molecules 2025 dataset. Energies are from ωB97M-V/def2-TZVPD.

```
10
Properties=species:S:1:pos:R:3:forces:R:3
C -1.214 -0.737 0.199 2.1085 -1.0677 0.0817
O 1.651 1.211 -1.089 -0.6129 0.4579 1.0745
O 1.422 -0.224 0.947 0.1891 0.2764 -0.8427
S -1.007 1.059 0.299 -0.0830 0.1477 0.0214
S -0.914 -1.310 -1.504 0.1194 0.1544 -0.3497
S 1.066 0.981 0.212 1.0635 -0.3651 2.4095
H -0.354 -1.312 0.779 -2.4064 1.5212 -0.4048
H -2.257 -0.911 0.464 0.2966 -0.3312 0.2150
H 0.288 -0.673 -1.599 -0.5384 -0.5024 -0.1379
H 1.319 1.915 1.291 -0.1364 -0.2911 -2.0668
```
Forces are in eV/Å.

## Properties
SMILES string = O=[SH](=O)SCS
Molar mass = 144.242 g/mol
Orbital gap = 9.26 eV
Calculated total energy = -1385.46810 Eh
Energy above the lowest of the compared OMol25 structures with the same formula, charge and spin = 50.1 kJ/mol
Total charge = 0
LUMO energy = -0.047 eV

***

- Number 9 is which compound?
  CH4O2S2

***

- Look up the total charge of the ninth one.
  0

***

Copy entry 2 word for word.
Here is a structure of composition CH4Ni3O5 from the Open Molecules 2025 dataset. Energies are from ωB97M-V/def2-TZVPD.

```
13
Properties=species:S:1:pos:R:3:forces:R:3
Ni 1.570 -2.859 -0.759 0.3876 1.6119 0.0835
Ni -0.918 0.005 0.624 -1.3158 1.3754 -1.9812
Ni 2.553 -0.557 2.638 0.0527 0.4230 -1.1210
C 1.682 -0.371 0.186 -4.6045 -7.6360 3.8703
O 1.199 0.165 1.244 1.6927 4.0335 2.3926
O 2.492 -1.341 0.476 3.8264 0.1986 -0.3989
O 0.669 -0.921 -0.443 -0.5258 0.6032 -3.9969
O -2.159 -0.299 -0.974 0.1975 -0.4141 0.2850
H -1.796 -0.138 -1.863 -0.0723 0.1948 0.1001
H -3.039 -0.699 -1.125 -0.0158 0.1198 0.3860
O -0.876 1.984 0.126 1.0168 -0.5479 0.2032
H -1.420 2.761 -0.123 -0.4618 -0.4081 0.1283
H 0.042 2.270 -0.009 -0.1777 0.4460 0.0490
```
Forces are in eV/Å.

## Properties
Molar mass = 272.117 g/mol
Orbital gap (alpha / beta) = 8.25 / 6.73 eV
⟨S²⟩ = 12.008
Calculated total energy = -4939.53091 Eh
Spin multiplicity = 7
Total charge = +4
LUMO energy (alpha / beta) = -19.153 / -20.633 eV